DFT (ωB97M-V with the def2-TZVPD basis set) results for a structure of composition C23H26N2O3S2Tc.

LUMO level (spin up / spin down) = -7.49 / -8.25 eV
Multiplicity = 4
Total charge = +2
Frontier orbital gap (spin up / spin down) = 6.391 / 6.074 eV
HOMO (spin up / spin down) = -13.9 / -14.3 eV

Structure (XYZ):
```
57
Properties=species:S:1:pos:R:3:lowdin_spin:R:1
Tc 0.16 0.60 -0.43 2.11
C 4.06 -1.98 -1.81 0.00
C 2.66 -1.50 -2.05 0.03
C 1.56 -2.20 -1.56 0.01
C 0.26 -1.78 -1.81 0.01
C 0.04 -0.63 -2.59 0.00
C 1.14 0.11 -3.06 0.03
C 2.43 -0.33 -2.79 0.01
H 4.10 -2.73 -1.03 0.00
H 4.73 -1.16 -1.57 0.00
H 4.45 -2.44 -2.73 0.00
H 1.73 -3.10 -0.98 0.00
H -0.58 -2.38 -1.51 0.00
H -0.95 -0.42 -2.96 0.00
H 0.98 0.98 -3.69 0.00
H 3.27 0.22 -3.19 0.00
S 0.69 2.68 0.49 0.16
C -0.50 3.83 -0.05 0.06
C -0.42 5.16 0.36 0.01
C -1.36 6.07 -0.09 0.05
C -2.40 5.66 -0.93 0.02
C -2.49 4.34 -1.33 0.03
C -1.54 3.42 -0.89 0.06
S -1.61 1.76 -1.40 0.30
H 0.38 5.47 1.02 0.00
H -1.29 7.10 0.21 0.00
H -3.14 6.36 -1.27 0.00
H -3.29 4.02 -1.98 0.00
C 3.50 -1.22 1.89 0.00
C 2.98 -0.10 1.06 0.01
C 3.84 1.11 0.90 0.00
O 1.88 -0.22 0.51 0.06
H 4.52 -1.46 1.60 0.00
H 2.86 -2.09 1.82 0.00
H 3.55 -0.88 2.93 0.00
H 4.76 1.04 1.47 0.00
H 3.31 2.01 1.18 0.00
H 4.08 1.22 -0.17 0.00
O -2.87 -2.84 -1.26 0.00
C -3.10 -3.68 -0.13 0.00
N -4.14 -3.20 0.75 0.00
C -4.05 -2.25 1.71 0.00
O -4.96 -1.96 2.45 0.00
C -2.72 -1.54 1.91 0.00
C -2.28 -1.40 3.23 0.01
C -1.13 -0.67 3.48 0.00
C -0.47 -0.08 2.43 0.01
N -0.90 -0.19 1.16 -0.01
C -2.01 -0.91 0.91 0.01
H -3.58 -2.94 -1.89 0.00
H -2.16 -3.73 0.41 0.00
H -3.38 -4.68 -0.45 0.00
H -5.05 -3.64 0.70 0.00
H -2.86 -1.84 4.03 0.00
H -0.76 -0.54 4.49 0.00
H 0.40 0.54 2.60 0.00
H -2.34 -0.96 -0.12 0.00
```

***

DFT (ωB97M-V with the def2-TZVPD basis set) results for a cluster of 7 separate species, C26H62O16 in total.

LUMO level = 0.69 eV
Frontier orbital gap = 10.170 eV
HOMO = -9.5 eV
Structure (SMILES) = COC(=O)OC.COC(=O)OC.COCCOC.COCCOC.COCCOC.COCCOC.COCCOC

Structure (XYZ):
```
104
Properties=species:S:1:pos:R:3:lowdin_charge:R:1
C 11.86 14.00 8.97 -0.09
O 12.12 15.28 8.39 -0.17
C 12.04 16.40 9.25 -0.19
C 13.45 16.89 9.60 -0.14
O 14.12 16.00 10.51 -0.20
C 15.36 16.31 11.01 -0.12
H 12.41 13.30 8.39 0.07
H 10.81 13.60 8.90 0.09
H 12.20 13.97 10.05 0.10
H 11.51 16.24 10.11 0.05
H 11.43 17.15 8.73 0.14
H 13.39 17.85 10.08 0.11
H 13.98 16.98 8.68 0.12
H 16.17 16.14 10.27 0.10
H 15.50 15.68 11.87 0.07
H 15.40 17.32 11.33 0.07
C 15.29 21.65 18.74 -0.12
O 16.50 21.53 18.09 -0.17
C 16.34 21.51 16.68 -0.21
C 16.53 20.09 16.20 -0.19
O 15.33 19.36 16.53 -0.21
C 15.19 18.17 15.87 -0.13
H 14.55 21.10 18.17 0.06
H 15.05 22.70 18.91 0.10
H 15.41 21.12 19.65 0.08
H 17.07 22.09 16.15 0.12
H 15.31 21.83 16.47 0.13
H 17.51 19.74 16.64 0.15
H 16.68 20.14 15.08 0.12
H 15.72 17.43 16.53 0.12
H 15.55 18.31 14.87 0.08
H 14.17 17.87 15.84 0.05
C 8.69 11.82 20.77 -0.10
O 8.83 11.61 19.35 -0.20
C 7.61 11.82 18.64 -0.23
C 7.77 11.41 17.23 -0.25
O 8.63 12.34 16.64 -0.20
C 8.93 12.07 15.30 -0.11
H 9.59 11.43 21.21 0.07
H 7.88 11.20 21.24 0.09
H 8.48 12.94 20.92 0.11
H 7.34 12.92 18.67 0.14
H 6.78 11.27 19.14 0.13
H 6.75 11.46 16.72 0.14
H 8.06 10.35 17.05 0.14
H 9.63 12.88 14.98 0.09
H 8.04 12.08 14.63 0.09
H 9.45 11.07 15.20 0.11
C 10.66 18.21 12.18 -0.12
O 11.61 19.19 12.39 -0.18
C 12.87 18.95 13.11 -0.17
C 13.65 20.19 13.15 -0.21
O 14.38 20.28 11.91 -0.19
C 15.17 21.44 11.92 -0.11
H 11.12 17.27 11.96 0.06
H 10.05 18.51 11.40 0.07
H 10.04 18.08 13.08 0.10
H 13.49 18.12 12.70 0.13
H 12.56 18.65 14.14 0.13
H 14.35 20.13 14.10 0.14
H 12.94 21.06 13.21 0.15
H 14.52 22.34 11.82 0.10
H 15.83 21.25 11.12 0.08
H 15.67 21.54 12.87 0.07
C 13.07 12.89 13.70 -0.11
O 11.82 12.92 13.10 -0.17
C 11.42 14.25 12.86 -0.21
C 10.03 14.38 12.24 -0.22
O 9.16 14.90 13.20 -0.20
C 7.96 15.30 12.61 -0.10
H 13.09 13.30 14.75 0.11
H 13.81 13.43 13.08 0.07
H 13.38 11.86 13.72 0.08
H 12.13 14.80 12.31 0.08
H 11.21 14.92 13.76 0.15
H 9.63 13.49 11.83 0.12
H 10.24 15.06 11.42 0.09
H 7.58 14.44 12.06 0.09
H 8.11 16.14 11.91 0.09
H 7.32 15.60 13.42 0.09
C 15.30 12.68 9.62 0.00
O 16.68 12.75 10.13 0.00
C 16.92 13.16 11.39 -0.62
O 16.15 13.56 12.19 0.12
O 18.24 13.05 11.56 -0.01
C 18.74 13.11 12.87 -0.06
H 14.67 12.08 10.24 0.09
H 15.39 12.27 8.60 0.10
H 14.87 13.67 9.49 0.07
H 18.04 13.75 13.45 0.09
H 19.79 13.58 12.85 0.12
H 18.75 12.11 13.32 0.09
C 12.50 19.29 18.61 -0.06
O 11.62 18.25 18.87 0.03
C 11.37 17.45 17.82 -0.60
O 11.88 17.46 16.74 0.11
O 10.42 16.58 18.13 0.02
C 10.23 15.53 17.18 -0.02
H 11.99 20.24 18.46 0.10
H 13.16 19.00 17.77 0.09
H 13.02 19.48 19.51 0.08
H 9.92 15.89 16.26 0.07
H 9.47 14.91 17.67 0.11
H 11.13 15.02 16.98 0.08
```

***

| no. | strongest force on any atom (hartree/bohr) |
| --- | --- |
| 1 | 0.0267 |
| 2 | 0.0701 |